Density functional theory data (the ωB97M-V functional and the def2-TZVPD basis) for a molecular structure, C3H2O2 in a non-equilibrium geometry.

Its energy above the lowest of the compared OMol25 structures with the same formula, charge and spin is 111.7 kcal/mol. Its net charge is 0. The value obtained for the frontier orbital gap is 8.578 eV. The lowest unoccupied orbital energy is 0.260 eV.

Each line ends with the Mulliken charge.
CARTESIAN COORDINATES (ANGSTROEM)
C1 0.173 0.124 -0.726  0.04
C2 -1.327 0.477 -0.596  -0.32
C3 0.353 -0.180 0.729  -0.02
O1 0.358 -1.146 -0.167  -0.30
O2 -1.462 0.269 0.613  -0.19
H1 0.914 0.480 -1.422  0.40
H2 0.990 -0.024 1.569  0.39